[1]
Density functional theory data (ωB97M-V with the def2-TZVPD basis set) for 15 unconnected molecules or ions with the total composition C60H165N15O15 at a distorted geometry.

The LUMO energy comes out at 0.015 hartree. For the HOMO-LUMO gap, the calculation gives 8.7 eV. The net charge is 0. As for the energy above the lowest of the compared OMol25 structures with the same formula, charge and spin: 191.2 kcal/mol. The value obtained for the highest occupied orbital energy is -8.26 eV. The value obtained for the largest force on an atom is 0.0700 Eh/bohr.

Last column: Löwdin charge in e.
Element x y z (Å)
1 C 7.10 -1.90 3.80  -0.0491
2 C 6.18 -1.22 2.75  -0.3870
3 C 6.53 0.26 2.56  -0.1984
4 O 6.00 0.73 1.31  -0.1986
5 C 5.92 2.16 1.22  -0.0936
6 N 6.52 -1.97 1.53  0.0285
7 H 7.11 -1.46 4.80  0.0693
8 H 8.13 -1.76 3.44  0.0758
9 H 6.80 -2.93 4.01  0.0807
10 H 5.11 -1.31 2.96  0.1077
11 H 7.60 0.45 2.66  0.1279
12 H 6.09 0.78 3.41  0.1133
13 H 5.28 2.60 1.98  0.0880
14 H 5.70 2.48 0.20  0.0661
15 H 6.85 2.69 1.45  0.0842
16 H 6.39 -1.32 0.77  0.0600
17 H 7.49 -2.26 1.54  0.0761
18 C 0.61 -3.67 2.73  -0.0310
19 C -0.85 -4.02 3.10  -0.4207
20 C -1.20 -3.88 4.65  -0.1699
21 O -0.47 -4.64 5.58  -0.1882
22 C -0.19 -5.96 5.13  -0.1029
23 N -1.75 -3.21 2.43  0.0515
24 H 1.31 -4.36 3.20  0.0694
25 H 0.86 -2.69 3.14  0.0678
26 H 0.74 -3.62 1.65  0.0640
27 H -1.01 -5.06 2.82  0.1266
28 H -2.26 -4.09 4.78  0.1166
29 H -1.12 -2.83 4.95  0.0952
30 H 0.42 -5.94 4.23  0.0648
31 H -1.10 -6.51 4.89  0.0920
32 H 0.40 -6.36 5.95  0.0930
33 H -1.97 -2.26 2.66  0.0450
34 H -1.39 -3.21 1.48  0.0531
35 C -0.93 3.84 4.06  -0.0121
36 C -0.49 3.70 5.56  -0.4429
37 C -0.79 4.91 6.37  -0.2342
38 O -0.18 6.03 5.82  -0.1619
39 C 0.05 7.14 6.61  -0.1318
40 N -1.19 2.61 6.10  0.0169
41 H -1.99 4.10 3.96  0.0797
42 H -0.65 2.93 3.51  0.0531
43 H -0.44 4.62 3.48  0.0691
44 H 0.51 3.34 5.81  0.1356
45 H -0.51 4.73 7.41  0.1252
46 H -1.88 4.96 6.44  0.1285
47 H 0.45 6.94 7.60  0.0873
48 H -0.90 7.66 6.71  0.0858
49 H 0.67 7.91 6.16  0.0860
50 H -0.65 2.25 6.88  0.0921
51 H -1.43 1.85 5.47  0.0180
52 C 3.39 -2.75 0.28  -0.0689
53 C 3.65 -4.10 0.80  -0.4625
54 C 4.45 -4.84 -0.27  -0.2120
55 O 3.72 -5.15 -1.40  -0.2196
56 C 2.73 -6.15 -1.24  -0.0746
57 N 4.29 -4.00 2.10  0.0686
58 H 2.73 -2.39 1.07  0.0615
59 H 2.85 -2.84 -0.67  0.0834
60 H 4.23 -2.05 0.25  0.0705
61 H 2.69 -4.62 0.93  0.1106
62 H 4.88 -5.76 0.14  0.1256
63 H 5.26 -4.19 -0.58  0.1166
64 H 1.83 -5.79 -0.74  0.0764
65 H 3.14 -6.99 -0.67  0.0922
66 H 2.40 -6.57 -2.19  0.0899
67 H 3.90 -3.22 2.61  0.0490
68 H 5.19 -3.62 1.83  0.0256
69 C -2.49 5.17 -6.41  -0.0512
70 C -1.44 4.26 -7.06  -0.4508
71 C -1.50 2.74 -6.64  -0.1765
72 O -1.29 2.41 -5.28  -0.1999
73 C 0.04 2.55 -4.84  -0.1042
74 N -1.46 4.46 -8.46  0.0316
75 H -3.52 4.80 -6.43  0.0785
76 H -2.51 6.19 -6.78  0.0734
77 H -2.26 5.27 -5.35  0.0557
78 H -0.49 4.60 -6.64  0.1154
79 H -0.92 2.08 -7.28  0.1190
80 H -2.47 2.34 -6.91  0.1176
81 H 0.21 3.62 -4.73  0.0827
82 H 0.80 2.15 -5.51  0.0835
83 H 0.32 2.06 -3.91  0.0653
84 H -1.20 5.40 -8.72  0.0785
85 H -0.73 3.86 -8.80  0.0711
86 C 1.45 -0.85 -5.16  -0.0484
87 C 1.23 -2.36 -5.24  -0.4093
88 C 2.10 -3.06 -6.28  -0.1850
89 O 1.62 -2.65 -7.60  -0.1871
90 C 2.37 -3.15 -8.73  -0.1053
91 N 1.63 -2.89 -3.94  0.0613
92 H 2.47 -0.53 -4.92  0.0669
93 H 0.75 -0.41 -4.45  0.0512
94 H 1.34 -0.32 -6.11  0.0731
95 H 0.20 -2.61 -5.50  0.1374
96 H 2.17 -4.12 -6.07  0.1135
97 H 3.09 -2.64 -6.10  0.1023
98 H 2.19 -4.20 -8.92  0.0779
99 H 3.44 -3.11 -8.50  0.0700
100 H 2.26 -2.58 -9.65  0.0813
101 H 2.61 -2.68 -3.88  0.0298
102 H 1.73 -3.88 -4.13  0.0500
103 C -5.21 -4.55 -0.39  -0.0659
104 C -4.00 -3.69 0.01  -0.4158
105 C -2.86 -4.00 -1.00  -0.1842
106 O -1.74 -3.22 -0.61  -0.2279
107 C -0.70 -3.09 -1.56  -0.1020
108 N -4.45 -2.29 -0.01  0.0519
109 H -6.04 -4.33 0.28  0.0722
110 H -4.96 -5.62 -0.40  0.0704
111 H -5.64 -4.37 -1.38  0.0703
112 H -3.67 -3.78 1.04  0.1083
113 H -3.24 -3.75 -1.99  0.1029
114 H -2.59 -5.05 -0.97  0.1253
115 H -0.24 -2.11 -1.50  0.0710
116 H -1.13 -3.20 -2.56  0.0688
117 H 0.04 -3.88 -1.42  0.0714
118 H -4.68 -2.09 -0.97  0.0082
119 H -3.63 -1.75 0.24  0.0423
120 C -5.07 -0.51 5.96  -0.0486
121 C -4.02 -0.42 4.78  -0.3652
122 C -2.59 -0.33 5.25  -0.1894
123 O -1.59 -0.48 4.19  -0.2230
124 C -0.22 -0.18 4.55  -0.0777
125 N -4.06 -1.77 4.14  0.0491
126 H -6.10 -0.53 5.61  0.0693
127 H -5.02 0.26 6.73  0.0704
128 H -4.96 -1.49 6.43  0.0717
129 H -4.26 0.40 4.11  0.1241
130 H -2.44 -1.04 6.06  0.1282
131 H -2.54 0.64 5.75  0.0914
132 H 0.11 -0.91 5.30  0.0838
133 H -0.06 0.85 4.85  0.0611
134 H 0.36 -0.35 3.64  0.0682
135 H -4.94 -2.23 3.98  0.0748
136 H -3.50 -1.90 3.30  0.0239
137 C 6.08 -3.38 -5.73  -0.0530
138 C 5.59 -3.80 -4.34  -0.4180
139 C 5.64 -2.58 -3.43  -0.1854
140 O 4.75 -1.54 -3.85  -0.1936
141 C 5.03 -0.28 -3.22  -0.0989
142 N 4.29 -4.44 -4.31  0.0614
143 H 5.62 -2.47 -6.14  0.0733
144 H 5.98 -4.13 -6.52  0.0722
145 H 7.16 -3.27 -5.71  0.0752
146 H 6.21 -4.58 -3.90  0.1376
147 H 6.68 -2.23 -3.41  0.1234
148 H 5.41 -2.85 -2.39  0.1066
149 H 6.07 0.03 -3.32  0.0845
150 H 4.83 -0.29 -2.15  0.0788
151 H 4.44 0.51 -3.69  0.0697
152 H 4.16 -4.60 -3.32  0.0420
153 H 4.55 -5.38 -4.55  0.0841
154 C -3.68 5.39 1.19  -0.0506
155 C -4.67 4.41 0.52  -0.3673
156 C -4.13 3.48 -0.53  -0.2307
157 O -3.71 4.27 -1.59  -0.1766
158 C -2.77 3.71 -2.48  -0.0742
159 N -5.41 3.64 1.61  0.0426
160 H -2.72 4.91 1.40  0.0641
161 H -4.10 5.84 2.09  0.0712
162 H -3.29 6.13 0.48  0.0706
163 H -5.39 5.00 -0.06  0.1320
164 H -4.98 2.91 -0.90  0.1005
165 H -3.34 2.82 -0.18  0.1187
166 H -3.32 3.00 -3.09  0.0833
167 H -1.87 3.30 -2.01  0.0859
168 H -2.36 4.52 -3.09  0.0752
169 H -4.92 2.80 1.86  0.0484
170 H -5.47 4.21 2.44  0.0599
171 C 2.45 -2.46 6.81  -0.0758
172 C 3.52 -1.47 6.61  -0.4491
173 C 3.06 -0.35 5.63  -0.1609
174 O 2.94 -0.81 4.30  -0.2004
175 C 2.83 0.19 3.40  -0.1703
176 N 3.78 -0.86 7.85  0.0289
177 H 2.58 -3.12 7.67  0.0816
178 H 2.15 -3.04 5.94  0.0815
179 H 1.48 -2.13 7.19  0.0835
180 H 4.41 -1.98 6.25  0.1369
181 H 3.83 0.41 5.47  0.1179
182 H 2.14 0.18 5.89  0.1171
183 H 3.82 0.61 3.26  0.0674
184 H 2.33 1.12 3.68  0.0968
185 H 2.51 -0.18 2.43  0.0843
186 H 3.94 -1.50 8.61  0.0790
187 H 4.59 -0.25 7.90  0.0780
188 C 2.10 5.72 -0.74  -0.0629
189 C 3.34 5.32 0.05  -0.4365
190 C 4.55 4.98 -0.90  -0.2005
191 O 4.36 3.82 -1.65  -0.2365
192 C 5.50 3.47 -2.49  -0.0720
193 N 3.70 6.49 0.80  0.0216
194 H 1.26 5.66 -0.05  0.0789
195 H 1.77 5.27 -1.67  0.0722
196 H 2.28 6.76 -1.03  0.0711
197 H 3.21 4.47 0.72  0.1223
198 H 5.51 5.04 -0.37  0.1206
199 H 4.47 5.69 -1.72  0.1224
200 H 5.72 4.09 -3.36  0.0843
201 H 5.06 2.55 -2.89  0.0676
202 H 6.49 3.34 -2.03  0.0870
203 H 2.92 6.61 1.43  0.0748
204 H 3.56 7.29 0.21  0.0645
205 C -2.32 -0.24 -3.19  -0.0162
206 C -3.86 -0.13 -3.35  -0.3845
207 C -4.33 -0.01 -4.84  -0.2140
208 O -5.69 0.00 -5.17  -0.1858
209 C -6.39 1.28 -5.07  -0.0485
210 N -4.55 -1.28 -2.78  0.0351
211 H -1.90 -1.21 -3.47  0.0663
212 H -2.01 0.09 -2.20  0.0702
213 H -1.91 0.46 -3.93  0.0528
214 H -4.36 0.71 -2.87  0.1068
215 H -3.76 -0.76 -5.38  0.1284
216 H -3.91 0.93 -5.21  0.1006
217 H -7.47 1.19 -5.19  0.0878
218 H -5.98 1.99 -5.80  0.0821
219 H -6.25 1.70 -4.08  0.0650
220 H -4.22 -2.20 -3.04  0.0683
221 H -5.47 -1.22 -3.19  0.0746
222 C 1.54 0.51 -1.72  -0.0455
223 C 1.33 1.57 -0.59  -0.4014
224 C 0.47 1.01 0.54  -0.1546
225 O -0.98 1.18 0.27  -0.2206
226 C -1.86 0.60 1.28  -0.0631
227 N 2.63 1.92 -0.10  0.0545
228 H 2.23 -0.32 -1.57  0.0715
229 H 1.92 0.96 -2.64  0.0520
230 H 0.58 0.16 -2.10  0.0518
231 H 1.03 2.56 -0.93  0.1383
232 H 0.66 1.55 1.46  0.1062
233 H 0.70 -0.04 0.72  0.1139
234 H -1.66 -0.47 1.24  0.0725
235 H -2.87 0.69 0.89  0.0687
236 H -1.80 1.11 2.25  0.0710
237 H 3.12 1.06 0.10  0.0643
238 H 3.07 2.28 -0.94  0.0486
239 C -7.37 1.46 -1.14  -0.0752
240 C -7.61 0.79 0.20  -0.4073
241 C -8.16 -0.70 0.09  -0.1531
242 O -9.38 -0.58 -0.64  -0.2112
243 C -10.46 -0.31 0.26  -0.1032
244 N -6.35 0.95 0.93  0.0306
245 H -6.44 1.14 -1.60  0.0530
246 H -7.26 2.53 -0.95  0.0763
247 H -8.12 1.27 -1.91  0.0742
248 H -8.26 1.44 0.79  0.1282
249 H -8.28 -1.08 1.10  0.1119
250 H -7.47 -1.23 -0.57  0.1151
251 H -10.66 0.76 0.24  0.0874
252 H -10.29 -0.74 1.25  0.0830
253 H -11.27 -0.91 -0.16  0.0841
254 H -6.16 1.93 0.78  -0.0030
255 H -5.69 0.27 0.56  0.0506



[2]
Density functional theory data (ωB97M-V with the def2-TZVPD basis set) for 2 unconnected molecules or ions with the total composition C2H6N3O2 at a distorted geometry.

The LUMO energy comes out at 0.141 hartree. For the HOMO-LUMO gap, the calculation gives 7.1 eV. The net charge is -1. As for the energy above the lowest of the compared OMol25 structures with the same formula, charge and spin: 177.5 kcal/mol. The value obtained for the highest occupied orbital energy is -3.27 eV. The value obtained for the largest force on an atom is 0.0902 Eh/bohr.

Last column: Löwdin charge in e.
Element x y z (Å)
1 C 2.08 -0.13 0.27  -0.1971
2 C -0.30 -0.06 0.01  -0.3319
3 N -1.46 0.67 0.24  0.0363
4 N 0.81 0.40 0.69  -0.1525
5 N -2.50 0.06 -0.12  -0.5595
6 O -2.59 -1.15 -0.43  -0.0926
7 O -3.60 0.66 -0.14  -0.0982
8 H 1.92 -1.23 0.13  0.0779
9 H 2.39 0.15 -0.75  0.0222
10 H 2.78 0.17 1.18  0.1057
11 H -0.39 -1.06 -0.28  0.0269
12 H 0.27 0.13 -1.83  0.0092
13 H 0.58 1.39 1.02  0.1537



[3]
Density functional theory data (ωB97M-V with the def2-TZVPD basis set) for 5 unconnected molecules or ions with the total composition C25H55Br2NO11PS at a distorted geometry.

The LUMO energy comes out at 0.080 hartree. For the HOMO-LUMO gap, the calculation gives 7.7 eV. The net charge is -1. The value obtained for the highest occupied orbital energy is -5.54 eV. The value obtained for the largest force on an atom is 0.0429 Eh/bohr.

Last column: Löwdin charge in e.
Element x y z (Å)
1 C -2.57 7.15 0.12  -0.1200
2 C -2.65 5.80 -0.50  -0.7317
3 Br -2.80 5.83 -2.39  0.7195
4 C -2.62 4.67 0.20  -0.6792
5 Br -2.76 2.97 -0.72  0.7857
6 N -2.51 4.64 1.60  -0.0461
7 C -3.48 3.72 2.17  -0.2695
8 O -4.78 3.96 1.66  -0.1359
9 O -5.27 5.18 2.21  -0.0225
10 C -1.11 4.54 2.17  -0.3587
11 C -0.82 5.80 3.00  -0.1602
12 C -1.75 6.07 4.19  -0.1647
13 C -2.78 7.16 3.91  -0.2629
14 O -3.46 7.55 5.11  -0.0833
15 C -0.05 4.50 0.98  -0.7350
16 O 0.29 3.38 0.59  -0.0709
17 O 0.30 5.61 0.56  0.0020
18 P -0.74 3.03 3.18  0.2859
19 O -1.73 2.93 4.45  -0.2267
20 O -1.07 1.71 2.35  -0.2105
21 S 1.11 3.04 3.79  0.3339
22 H -3.04 7.90 -0.52  0.0557
23 H -1.53 7.45 0.27  0.0802
24 H -3.12 7.13 1.06  0.0630
25 H -3.29 2.68 1.90  0.0891
26 H -3.53 3.87 3.25  0.1126
27 H -5.67 4.91 3.04  0.0962
28 H -0.94 6.61 2.28  0.0939
29 H 0.23 5.81 3.28  0.0965
30 H -1.14 6.44 5.02  0.1176
31 H -2.30 5.19 4.51  0.0801
32 H -3.52 6.74 3.23  0.0851
33 H -2.32 8.04 3.47  0.1195
34 H -3.80 6.74 5.50  0.0689
35 H -2.30 2.16 4.36  0.0781
36 H -0.24 1.23 2.24  0.0633
37 C 4.97 0.51 2.45  -0.0746
38 C 4.05 0.32 3.64  -0.2782
39 O 3.10 -0.72 3.47  -0.1597
40 C 3.62 -2.01 3.25  -0.2948
41 C 4.49 -2.53 4.39  -0.0836
42 H 4.39 0.69 1.55  0.0810
43 H 5.63 1.36 2.63  0.0763
44 H 5.60 -0.36 2.28  0.0617
45 H 3.47 1.23 3.79  0.0703
46 H 4.62 0.16 4.56  0.1066
47 H 4.17 -2.05 2.30  0.1037
48 H 2.75 -2.66 3.14  0.1136
49 H 5.39 -1.93 4.52  0.0634
50 H 4.80 -3.56 4.18  0.0721
51 H 3.94 -2.51 5.33  0.0799
52 C 2.33 -1.90 -1.02  -0.0742
53 C 1.20 -1.81 -2.04  -0.2970
54 O -0.05 -1.49 -1.48  -0.1673
55 C -0.12 -0.23 -0.80  -0.2686
56 C 0.20 0.97 -1.65  -0.0894
57 H 2.08 -2.62 -0.24  0.0652
58 H 3.25 -2.21 -1.51  0.0762
59 H 2.52 -0.94 -0.54  0.0662
60 H 1.07 -2.78 -2.52  0.1037
61 H 1.46 -1.10 -2.84  0.1066
62 H 0.53 -0.25 0.08  0.1056
63 H -1.14 -0.16 -0.43  0.1114
64 H 1.23 0.96 -2.01  0.0710
65 H 0.07 1.88 -1.07  0.0278
66 H -0.46 1.01 -2.53  0.0775
67 C -0.23 -4.44 -8.25  -0.0815
68 C 0.52 -4.65 -6.95  -0.2892
69 O 0.73 -3.47 -6.20  -0.1582
70 C -0.43 -2.78 -5.79  -0.2724
71 C -1.34 -3.60 -4.89  -0.0739
72 H 0.28 -3.70 -8.87  0.0804
73 H -0.30 -5.38 -8.80  0.0740
74 H -1.25 -4.09 -8.08  0.0650
75 H 1.52 -5.04 -7.17  0.1168
76 H 0.02 -5.41 -6.33  0.0991
77 H -0.98 -2.40 -6.66  0.1077
78 H -0.08 -1.91 -5.23  0.1158
79 H -1.75 -4.47 -5.41  0.0646
80 H -2.18 -2.99 -4.55  0.0821
81 H -0.79 -3.96 -4.02  0.0660
82 C 0.66 -5.54 0.48  -0.0730
83 C 0.97 -6.97 0.06  -0.2821
84 O -0.14 -7.66 -0.50  -0.1609
85 C -0.69 -7.09 -1.67  -0.2802
86 C 0.28 -7.01 -2.83  -0.0771
87 H -0.17 -5.52 1.18  0.0841
88 H 1.53 -5.09 0.95  0.0716
89 H 0.39 -4.91 -0.37  0.0617
90 H 1.26 -7.55 0.93  0.1159
91 H 1.82 -6.99 -0.63  0.1062
92 H -1.12 -6.11 -1.46  0.1087
93 H -1.52 -7.75 -1.94  0.1169
94 H 1.11 -6.33 -2.62  0.0671
95 H -0.23 -6.62 -3.72  0.0630
96 H 0.70 -7.99 -3.06  0.0803